Record 1
{
  "formula": "C5H8N2O",
  "method": "the ωB97M-V functional and the def2-TZVPD basis",
  "symbols": ["C", "C", "C", "N", "C", "C", "N", "O", "H", "H", "H", "H", "H", "H", "H", "H"],
  "xyz": [[1.102, -0.902, -1.007], [0.741, 1.703, 0.401], [-0.086, 0.016, -0.933], [-0.887, -0.998, 1.454], [-0.265, 1.353, 1.181], [-0.944, 0.135, 0.659], [-0.823, 0.368, -1.896], [1.782, 2.085, 0.001], [-0.543, -0.027, -2.797], [-1.752, -1.386, 1.800], [-0.016, -1.167, 1.937], [-0.630, 1.936, 2.013], [-1.931, 0.301, 0.234], [0.813, -1.875, -1.411], [1.543, -1.080, -0.025], [1.896, -0.462, -1.611]],
  "gap_ev": 8.8,
  "e_lumo_ev": 0.30,
  "smiles": "[H]/N=C(\\C)[C@@H](N)C=C=O",
  "e_tot_ha": -379.97256,
  "e_above_lowest_ev": 3.146
}

***

Record 2
{
  "formula": "C5H8N2O",
  "method": "the ωB97M-V functional and the def2-TZVPD basis",
  "symbols": ["C", "C", "C", "C", "C", "N", "N", "O", "H", "H", "H", "H", "H", "H", "H", "H"],
  "xyz": [[1.992, -0.506, 1.064], [-1.324, 1.066, -0.223], [-0.319, 0.378, -0.603], [-2.433, 1.576, 0.134], [-0.671, -1.080, -0.779], [1.008, 0.833, -0.583], [1.940, 0.449, 0.158], [3.170, 1.090, -0.149], [2.724, -0.575, 1.765], [1.144, -1.051, 1.304], [-2.964, 2.339, -0.315], [-2.822, 1.453, 1.155], [-0.322, -1.330, -1.780], [-0.187, -1.798, -0.188], [-1.741, -1.245, -0.741], [3.008, 1.716, -0.894]],
  "gap_ev": 8.8,
  "e_lumo_ev": 0.83,
  "e_tot_ha": -379.83591,
  "e_above_lowest_ev": 6.865
}

***

Record 3
{
  "formula": "C5H8N2O",
  "method": "the ωB97M-V functional and the def2-TZVPD basis",
  "symbols": ["C", "C", "C", "C", "C", "H", "H", "H", "H", "H", "H", "H", "H", "N", "N", "O"],
  "xyz": [[2.392, -0.503, 0.121], [0.995, 0.126, 0.071], [-0.128, -0.337, 0.918], [-1.424, -0.534, -0.930], [0.011, -0.886, -0.489], [2.928, -0.150, -0.877], [2.526, -1.652, 0.359], [2.966, -0.014, 0.940], [0.264, 1.933, -0.275], [1.157, 1.537, -1.498], [-0.127, -0.961, 1.892], [-1.980, -1.126, -1.777], [0.200, -2.035, -0.341], [1.042, 1.424, -0.469], [-2.203, 0.175, -0.112], [-1.361, 0.511, 0.938]],
  "gap_ev": 9.8,
  "e_lumo_ev": 0.83,
  "smiles": "C[C@@]1(N)[C@@H]2C=NO[C@@H]21",
  "e_tot_ha": -379.91177,
  "e_above_lowest_ev": 4.800
}

***

Record 4
{
  "formula": "C5H8N2O",
  "method": "the ωB97M-V functional and the def2-TZVPD basis",
  "symbols": ["C", "C", "C", "C", "C", "H", "H", "H", "H", "H", "H", "H", "H", "N", "N", "O"],
  "xyz": [[0.932, -0.865, -1.098], [-0.299, -0.381, -0.257], [-0.564, -0.913, 1.221], [-1.676, -0.502, -0.817], [-0.137, 1.109, -0.080], [0.725, -0.267, -1.998], [1.303, -2.065, -1.195], [1.923, -0.186, -0.660], [-1.216, -1.765, 1.240], [0.782, -1.110, 1.407], [-1.186, -0.296, 1.821], [0.640, 2.880, 0.492], [1.561, 1.258, 1.178], [-2.582, -0.504, -1.652], [0.650, 1.688, 0.911], [-0.855, 1.919, -0.512]],
  "gap_ev": 10.6,
  "e_lumo_ev": 0.41,
  "e_tot_ha": -379.89865,
  "e_above_lowest_ev": 5.157
}

***

Record 5
{
  "formula": "C5H8N2O",
  "method": "the ωB97M-V functional and the def2-TZVPD basis",
  "symbols": ["C", "C", "C", "C", "C", "H", "H", "H", "H", "H", "H", "H", "H", "N", "N", "O"],
  "xyz": [[-1.968, -0.184, 1.397], [-0.956, -0.072, 0.093], [1.230, 0.596, 0.063], [1.623, -0.871, -0.421], [0.940, 0.887, -1.347], [-2.161, 0.855, 2.071], [-2.973, -0.339, 0.834], [-1.421, -1.125, 2.165], [-0.797, -1.025, -0.217], [-1.059, 0.705, -0.791], [2.048, 1.212, 0.571], [1.861, -1.708, 0.422], [0.719, 1.925, -1.890], [1.692, -1.259, -1.629], [1.076, 0.060, -2.311], [0.147, 0.345, 0.989]],
  "gap_ev": 10.3,
  "e_lumo_ev": 0.06,
  "smiles": "CCOC1C=NN=C1",
  "e_tot_ha": -379.83515,
  "e_above_lowest_ev": 6.885
}

***

Record 6
{
  "formula": "C5H8N2O",
  "method": "the ωB97M-V functional and the def2-TZVPD basis",
  "symbols": ["C", "C", "C", "C", "C", "H", "H", "H", "H", "H", "H", "H", "H", "N", "N", "O"],
  "xyz": [[0.896, -0.130, 0.159], [0.008, 1.021, 0.622], [0.204, -0.043, -0.992], [-1.124, -0.682, -0.473], [-1.367, 0.077, 0.744], [2.783, -0.662, 0.708], [2.816, 0.676, -0.491], [0.494, -1.165, 0.839], [0.523, 1.879, 1.085], [0.548, -0.422, -1.840], [-1.162, -1.831, -0.646], [-3.214, -0.021, -0.128], [-1.421, -0.077, 1.763], [2.277, -0.239, -0.099], [-2.261, 0.205, -0.416], [0.000, 1.414, -0.836]],
  "gap_ev": 9.8,
  "e_lumo_ev": 0.94,
  "e_tot_ha": -379.83727,
  "e_above_lowest_ev": 6.828
}

***

Record 7
{
  "formula": "C5H8N2O",
  "method": "the ωB97M-V functional and the def2-TZVPD basis",
  "symbols": ["C", "C", "C", "C", "C", "O", "N", "N", "H", "H", "H", "H", "H", "H", "H", "H"],
  "xyz": [[0.582, -0.335, -0.139], [-0.871, -0.194, -0.172], [-1.070, -1.756, 1.801], [1.608, 1.487, -1.491], [-1.711, 0.668, -0.705], [1.128, 0.254, 0.995], [-1.524, -1.364, 0.700], [0.981, 0.407, -1.561], [2.077, 0.081, 1.013], [0.907, -1.371, -0.296], [-0.162, -1.380, 2.287], [-1.670, -2.440, 2.399], [1.882, 1.984, -0.550], [1.981, 1.941, -2.407], [-2.768, 0.562, -0.519], [-1.372, 1.457, -1.355]],
  "gap_ev": 9.5,
  "e_lumo_ev": 0.59,
  "smiles": "C=NC(=C)[C@H](O)N=C",
  "e_tot_ha": -379.95404,
  "e_above_lowest_ev": 3.650
}

***

Record 8
{
  "formula": "C5H8N2O",
  "method": "the ωB97M-V functional and the def2-TZVPD basis",
  "symbols": ["C", "C", "C", "C", "C", "N", "N", "O", "H", "H", "H", "H", "H", "H", "H", "H"],
  "xyz": [[0.520, -1.848, -0.349], [0.661, 2.212, 0.195], [-1.665, -0.304, 0.252], [0.765, -0.550, 0.373], [0.299, 0.931, -0.520], [-1.008, 0.547, -0.367], [-2.774, -0.787, 0.478], [1.672, -0.419, 1.143], [-2.885, -1.782, 0.601], [0.658, 0.872, -1.549], [-0.052, -2.488, 0.325], [1.477, -2.340, -0.520], [0.002, -1.735, -1.297], [-0.127, 2.647, 0.814], [1.003, 2.970, -0.509], [1.454, 2.075, 0.931]],
  "gap_ev": 8.5,
  "e_lumo_ev": -0.04,
  "smiles": "CC(=O)[C@H](C)N=C=N",
  "e_tot_ha": -379.95959,
  "e_above_lowest_ev": 3.499
}

***

Record 9
{
  "formula": "C5H8N2O",
  "method": "the ωB97M-V functional and the def2-TZVPD basis",
  "symbols": ["C", "C", "C", "C", "C", "H", "H", "H", "H", "H", "H", "H", "H", "N", "N", "O"],
  "xyz": [[0.069, 1.343, 0.742], [0.079, -0.045, -1.079], [0.154, -1.586, -1.274], [0.045, -1.520, 0.434], [-0.369, -0.095, 0.323], [0.599, 1.672, 2.642], [-0.325, 2.764, -0.180], [1.094, 0.520, -0.921], [-0.892, -2.179, -1.225], [0.929, -2.255, -1.619], [1.168, -1.542, 1.160], [-0.990, -2.087, 0.775], [-1.436, -0.028, 0.364], [0.489, 2.017, 1.701], [0.076, 1.913, -0.455], [-0.691, 1.109, -1.389]],
  "gap_ev": 9.9,
  "e_lumo_ev": 0.88,
  "e_tot_ha": -379.77918,
  "e_above_lowest_ev": 8.408
}

***

Record 10
{
  "formula": "C5H8N2O",
  "method": "the ωB97M-V functional and the def2-TZVPD basis",
  "symbols": ["C", "C", "C", "C", "C", "H", "H", "H", "H", "H", "H", "H", "H", "N", "N", "O"],
  "xyz": [[0.625, 1.363, -1.078], [0.304, 0.565, 0.349], [0.704, 0.904, 1.479], [-1.624, -1.062, -0.080], [1.019, -1.609, -0.064], [1.243, 0.653, -1.497], [-0.327, 1.736, -1.622], [1.366, 2.252, -1.128], [1.075, 1.887, 1.142], [0.555, 0.347, 2.430], [-1.845, -2.137, 0.247], [-3.484, -0.158, 0.202], [0.648, -2.803, 0.148], [-0.216, -0.753, 0.023], [-2.263, -0.002, -0.236], [2.222, -1.183, -0.317]],
  "gap_ev": 10.2,
  "e_lumo_ev": 0.51,
  "e_tot_ha": -379.87333,
  "e_above_lowest_ev": 5.846
}

***

Record 11
{
  "formula": "C5H8N2O",
  "method": "the ωB97M-V functional and the def2-TZVPD basis",
  "symbols": ["C", "C", "C", "C", "C", "H", "H", "H", "H", "H", "H", "H", "H", "N", "N", "O"],
  "xyz": [[0.915, 0.832, 1.958], [1.202, 0.087, 0.609], [0.520, -1.257, 0.625], [-0.466, -1.248, -0.238], [-0.383, 0.028, -0.976], [-0.264, 0.621, 2.215], [1.612, 0.501, 2.766], [1.051, 1.981, 1.876], [2.350, 0.116, 0.520], [0.596, -2.034, 1.459], [-1.135, -2.090, -0.430], [-0.671, 1.372, -2.295], [-2.726, -0.216, -2.874], [-1.282, 0.653, -1.875], [0.478, 0.848, -0.435], [-1.798, -0.196, -2.906]],
  "gap_ev": 9.8,
  "e_lumo_ev": 0.78,
  "smiles": "C[C@H]1C=CC(NO)=N1",
  "e_tot_ha": -379.96333,
  "e_above_lowest_ev": 3.397
}

***

Record 12
{
  "formula": "C5H8N2O2",
  "method": "the ωB97M-V functional and the def2-TZVPD basis",
  "symbols": ["C", "C", "C", "C", "C", "N", "N", "O", "O", "H", "H", "H", "H", "H", "H", "H", "H"],
  "xyz": [[-3.014, -0.517, -0.028], [-1.965, 0.150, 0.472], [-0.259, 0.126, -1.288], [2.459, 0.164, 0.424], [-0.628, -0.482, 0.131], [2.727, 1.374, 0.960], [2.580, -0.830, -0.177], [0.437, 1.087, -1.378], [2.300, -1.942, -0.542], [-4.060, -0.290, 0.233], [-2.798, -1.375, -0.664], [-2.103, 1.045, 1.014], [-0.724, -0.270, -2.261], [0.231, -0.262, 0.685], [-0.732, -1.606, 0.062], [2.003, 1.961, 0.890], [3.546, 1.669, 1.469]],
  "gap_ev": 9.1,
  "e_lumo_ev": 0.61,
  "smiles": "NC#[N+][O-].C=CCC=O",
  "e_tot_ha": -455.13091,
  "e_above_lowest_ev": 6.193
}